# C20H64N3O12

A 13-piece molecular cluster, C20H64N3O12 overall in a non-equilibrium geometry (wB97M-V/def2-TZVPD, OMol25).

**E_LUMO**: -4.137 eV
**HOMO**: -12.085 eV
**Calculated total energy**: -50811.31591 eV
**Net charge**: +1
**2S+1**: 1

Each line ends with the Mulliken charge.
Element x y z (Å)
C1 7.45 -4.00 1.07  -1.153
C2 6.22 -3.88 0.55  0.166
N1 5.81 -2.71 -0.14  0.008
C3 4.57 -2.27 -0.22  -0.134
N2 3.51 -2.83 0.39  -0.082
C4 2.45 -1.77 0.40  -0.908
C5 3.33 -0.53 0.12  0.516
C6 2.75 0.84 -0.18  -0.682
C7 2.96 1.78 1.04  -0.649
C8 1.67 2.32 1.67  -0.168
C9 1.40 3.79 1.33  -1.176
C10 0.44 4.02 0.15  -0.819
C11 -1.05 3.91 0.50  -0.416
C12 -1.85 2.89 -0.30  -0.429
C13 -3.10 2.42 0.43  -0.814
C14 -4.17 1.83 -0.48  -0.092
C15 -5.47 1.45 0.25  -1.053
C16 -6.03 0.09 -0.21  -0.779
C17 -5.50 -1.07 0.64  -0.554
C18 -5.81 -2.43 0.04  -1.010
C19 -5.25 -2.68 -1.37  -0.474
C20 -3.82 -2.18 -1.63  -0.964
N3 4.26 -1.13 -0.97  -0.382
H1 8.14 -3.17 1.15  0.290
H2 7.80 -4.96 1.45  0.396
H3 5.45 -4.64 0.64  0.366
H4 6.50 -2.15 -0.62  0.337
H5 3.64 -3.20 1.32  0.271
H6 1.67 -1.97 -0.34  0.345
H7 1.97 -1.72 1.38  0.358
H8 3.97 -0.51 1.01  0.126
H9 1.69 0.74 -0.40  0.452
H10 3.23 1.25 -1.07  0.180
H11 3.57 2.63 0.74  0.536
H12 3.54 1.23 1.79  0.326
H13 0.81 1.70 1.37  0.217
H14 1.75 2.21 2.76  -0.051
H15 2.35 4.28 1.10  0.445
H16 0.98 4.30 2.20  0.458
H17 0.66 5.01 -0.26  0.554
H18 0.67 3.27 -0.62  0.253
H19 -1.14 3.65 1.57  0.436
H20 -1.52 4.88 0.40  0.044
H21 -2.16 3.33 -1.25  0.429
H22 -1.21 2.03 -0.54  0.176
H23 -3.53 3.26 0.99  0.346
H24 -2.83 1.67 1.19  0.335
H25 -3.76 0.92 -0.95  -0.055
H26 -4.39 2.56 -1.27  0.372
H27 -5.24 1.37 1.31  0.447
H28 -6.22 2.23 0.09  0.470
H29 -5.74 -0.08 -1.25  0.442
H30 -7.12 0.09 -0.11  0.450
H31 -6.00 -1.01 1.62  0.438
H32 -4.43 -0.93 0.84  0.219
H33 -5.48 -3.23 0.71  0.356
H34 -6.90 -2.51 -0.01  0.302
H35 -5.26 -3.75 -1.54  0.426
H36 -5.93 -2.25 -2.11  0.311
H37 -3.23 -2.98 -2.10  0.369
H38 -3.80 -1.34 -2.33  0.209
H39 -3.31 -1.89 -0.71  0.222
H40 3.61 -1.49 -1.68  0.361
O1 4.67 -2.13 3.30  -0.582
H41 4.78 -1.24 3.68  0.336
H42 5.33 -2.14 2.60  0.263
O2 3.02 0.38 4.16  -0.585
H43 2.46 -0.39 4.31  0.310
H44 2.50 1.12 4.47  0.265
O3 9.19 -6.11 -1.24  -0.629
H45 10.01 -5.69 -1.51  0.326
H46 8.65 -5.41 -0.87  0.310
O4 -7.60 1.28 -2.96  -0.652
H47 -7.78 0.50 -2.42  0.351
H48 -6.92 1.75 -2.47  0.334
O5 3.56 0.32 -3.92  -0.628
H49 3.79 -0.16 -3.12  0.365
H50 3.83 -0.26 -4.64  0.317
O6 -5.44 4.42 2.03  -0.611
H51 -5.23 5.36 2.06  0.290
H52 -6.21 4.39 1.45  0.314
O7 -5.46 5.49 -0.57  -0.602
H53 -4.61 5.20 -0.22  0.249
H54 -5.33 5.59 -1.52  0.283
O8 2.09 -5.41 2.57  -0.644
H55 2.65 -4.94 1.96  0.385
H56 2.12 -4.92 3.40  0.318
O9 -0.41 -6.72 0.92  -0.644
H57 -0.11 -7.57 1.24  0.324
H58 0.11 -6.08 1.42  0.316
O10 0.96 1.68 -5.45  -0.627
H59 1.29 1.10 -4.75  0.305
H60 1.57 2.41 -5.44  0.316
O11 4.49 -2.98 -3.81  -0.613
H61 3.84 -3.69 -3.79  0.329
H62 5.06 -3.12 -3.05  0.294
O12 -3.03 6.81 0.69  -0.558
H63 -2.25 7.27 0.37  0.272
H64 -3.20 7.18 1.56  0.283